A cluster of 2 separate species, C3H3Cl2O3P in total in a non-equilibrium geometry, computed with ωB97M-V with the def2-TZVPD basis set.

## Properties
- Kohn-Sham gap (spin up / spin down): 5.1 / 5.7 eV
- Net charge: -2
- Lowest unoccupied orbital energy (spin up / spin down): 5.96 / 5.77 eV
- Total energy: -1603.44076 Eh
- E_HOMO (spin up / spin down): 0.9 / 0.1 eV
- 2S+1: 3

```
12
Properties=species:S:1:pos:R:3:forces:R:3
O -3.083275 0.068882 -0.484444 -1.20 -0.06 0.15
H 1.961085 1.294835 0.986030 -1.31 -1.47 -1.91
O -1.348190 -1.652810 -1.189652 0.32 -0.61 -0.65
P -1.815714 -0.675430 -0.157904 0.22 0.28 -1.83
C 2.193817 -0.778362 0.358886 -2.48 0.94 -3.82
Cl -1.149388 2.041475 0.824663 0.15 0.98 1.09
H 1.970782 -1.525988 -0.445036 -0.03 0.45 0.88
H 2.866057 -1.085877 1.074686 1.35 -0.36 1.91
C 1.652239 0.436136 0.211345 3.03 0.29 2.96
C -0.810799 0.962133 -0.480782 -0.38 -0.01 0.18
Cl -0.940542 1.915449 -1.941339 0.15 -0.12 -0.80
O -1.496077 -1.000445 1.243550 0.17 -0.29 1.83
```
Forces are in eV/Å.